# 1
7
Properties=species:S:1:pos:R:3:lowdin_charge:R:1 method="wB97M-V/def2-TZVPD" smiles=CBCl e_homo_ev=-10.5 orbital_gap_ha=0.3892 lumo_ha=0.0037
C -0.838 -0.271 -0.148 -0.08
B 0.855 0.417 0.037 -0.38
Cl 2.688 -0.019 -0.097 0.44
H -1.398 0.036 0.669 0.00
H -0.765 -1.342 0.012 0.02
H -1.296 -0.279 -1.100 0.01
H 0.754 1.459 0.627 -0.01

=====

# 2
9
Properties=species:S:1:pos:R:3:lowdin_charge:R:1 method="wB97M-V/def2-TZVPD" e_homo_ev="-9.7 / -10.0" orbital_gap_ha="0.3076 / 0.3419" lumo_ha="-0.0499 / -0.0251"
B 0.785 -0.272 -1.577 -0.11
C -0.749 0.303 1.501 0.14
N 0.109 -0.216 0.736 -0.37
O 0.889 -1.120 1.008 0.01
O 0.203 0.376 -0.569 0.02
H 1.220 -1.357 -1.473 0.05
H 0.803 0.344 -2.567 0.04
H -1.048 0.057 2.492 0.07
H -2.212 1.885 0.450 0.16

=====

# 3
9
Properties=species:S:1:pos:R:3:lowdin_charge:R:1 method="wB97M-V/def2-TZVPD" e_homo_ev=-10.2 orbital_gap_ha=0.3679 lumo_ha=-0.0056
C 1.514 0.015 -0.461 -1.17
O 0.022 0.852 0.380 -0.56
Si -1.452 0.098 0.456 0.44
Br 2.883 1.102 0.045 0.77
Br 1.593 -1.778 0.081 0.68
H 1.047 -0.007 -1.492 0.05
H -1.388 -1.329 0.969 -0.08
H -1.826 -0.114 -0.992 -0.08
H -2.392 1.160 1.013 -0.05

=====

# 4
10
Properties=species:S:1:pos:R:3:mulliken_spin:R:1 method="wB97M-V/def2-TZVPD" spin_multiplicity=2 e_homo_ev="-14.8 / -14.6" orbital_gap_ha="0.3502 / 0.2133" lumo_ha="-0.1921 / -0.3242" total_charge=+1
Cu 0.667 0.188 -2.900 0.01
Br -0.437 1.017 -1.607 0.07
C -0.002 -0.401 1.034 -0.07
O 0.177 -1.203 1.923 0.69
N -1.111 -0.070 0.521 0.08
N 0.989 0.227 0.446 0.25
H -1.113 0.295 -0.421 0.00
H -1.959 -0.531 0.819 0.00
H 0.897 0.647 -0.468 -0.01
H 1.894 -0.170 0.653 -0.01

=====

# 5
10
Properties=species:S:1:pos:R:3:mulliken_spin:R:1 method="wB97M-V/def2-TZVPD" spin_multiplicity=4 e_homo_ev="-11.9 / -11.9" orbital_gap_ha="0.1456 / 0.1572" lumo_ha="-0.2934 / -0.2819" total_charge=+1
V -2.776 1.747 3.595 3.09
Br -1.734 -0.293 2.464 -0.10
C 1.021 -0.073 -1.047 0.00
O 1.992 0.155 -1.742 0.00
N 0.906 0.262 0.253 0.00
N -0.088 -0.744 -1.566 0.00
H 1.629 0.715 0.793 0.00
H 0.059 0.110 0.782 0.00
H -0.143 -0.890 -2.564 0.00
H -0.865 -0.989 -0.968 0.00

=====

# 6
10
Properties=species:S:1:pos:R:3:lowdin_charge:R:1 method="wB97M-V/def2-TZVPD" e_homo_ev=-8.7 orbital_gap_ha=0.3285 lumo_ha=0.0079
C -0.837 -1.154 -1.305 -0.78
N 0.217 0.338 0.544 0.06
O 1.322 0.283 -1.731 -0.30
O 1.615 -1.649 -0.199 -0.34
S 0.791 -0.816 -1.017 0.56
Br -1.144 -2.881 -0.628 0.64
H 0.898 -0.272 1.005 0.08
H -0.969 -1.091 -2.279 -0.06
H 0.471 1.261 0.660 0.07
H -0.744 0.078 0.491 0.06

=====

# 7
8
Properties=species:S:1:pos:R:3:lowdin_charge:R:1 method="wB97M-V/def2-TZVPD" e_homo_ev="-8.3 / -8.3" orbital_gap_ha="0.2771 / 0.2951" lumo_ha="-0.0264 / -0.0105"
C 0.220 -0.872 -0.966 -0.78
O 1.034 -1.803 -0.443 -0.12
P 0.455 1.205 0.913 0.62
Br 0.756 -0.096 -2.625 0.62
H -0.819 -1.158 -0.944 0.04
H 1.957 -1.513 -0.440 0.10
H -0.327 2.017 0.091 -0.23
H -0.685 0.704 1.540 -0.24

=====

# 8
8
Properties=species:S:1:pos:R:3:lowdin_charge:R:1 method="wB97M-V/def2-TZVPD" e_homo_ev=-8.8 orbital_gap_ha=0.3284 lumo_ha=0.0053
H 0.713 -2.046 -1.975 -0.20
P 1.325 -0.870 -1.844 0.77
C 0.919 -0.455 -0.243 -0.65
O 0.133 -1.193 0.631 -0.13
H 1.410 0.546 0.155 0.08
H 0.333 -0.836 1.542 0.11
Br -1.816 2.112 1.224 0.22
H -3.016 2.743 0.509 -0.19

=====

# 9
9
Properties=species:S:1:pos:R:3:lowdin_charge:R:1 method="wB97M-V/def2-TZVPD" smiles=ClNCNCl e_homo_ev=-9.3 orbital_gap_ha=0.3610 lumo_ha=0.0190
Cl 1.886 -1.607 -0.056 0.50
N 1.395 0.063 -0.239 -0.51
C -0.098 0.461 -0.385 -0.35
N -0.867 -0.324 0.633 -0.47
Cl -2.064 -1.350 -0.200 0.48
H 1.810 0.602 0.547 0.05
H -0.384 0.245 -1.439 0.09
H -0.217 1.511 -0.027 0.12
H -1.461 0.399 1.166 0.08

=====

# 10
12
Properties=species:S:1:pos:R:3:lowdin_charge:R:1 method="wB97M-V/def2-TZVPD" e_homo_ev=-9.3 orbital_gap_ha=0.3140 lumo_ha=-0.0288
C -1.841 -0.049 -0.323 -1.08
N 1.205 -0.767 -0.507 -0.18
N -0.364 0.590 1.059 -0.21
O 2.161 0.816 1.147 -0.39
S 0.808 1.995 -1.177 0.30
S 1.108 0.697 0.175 0.13
Cl -3.164 0.667 0.386 0.70
Cl -1.764 -1.753 -0.248 0.63
H -1.291 0.364 -1.107 -0.05
H 1.826 -0.968 -1.276 0.08
H 1.345 -1.539 0.097 0.05
H -0.030 -0.052 1.774 0.02

=====

# 11
9
Properties=species:S:1:pos:R:3:lowdin_charge:R:1 method="wB97M-V/def2-TZVPD" smiles=C[Si](O)(Cl)Cl e_homo_ev=-11.1 orbital_gap_ha=0.4225 lumo_ha=0.0157
C -1.009 -0.213 -0.680 -0.19
Si 0.822 0.031 0.182 -0.29
O 0.557 0.202 1.791 -0.19
Cl 1.964 1.692 -0.521 0.22
Cl 1.962 -1.486 -0.452 0.36
H -1.389 0.685 -1.080 -0.01
H -1.066 -0.871 -1.529 0.00
H -1.771 -0.720 -0.006 0.05
H -0.070 0.680 2.296 0.05

=====

# 12
9
Properties=species:S:1:pos:R:3:lowdin_charge:R:1 method="wB97M-V/def2-TZVPD" smiles="P[PH2]=C(Cl)Cl" e_homo_ev="-8.1 / -8.1" orbital_gap_ha="0.2554 / 0.2554" lumo_ha="-0.0421 / -0.0421"
P 1.702 0.050 1.525 0.53
P 0.443 0.050 -0.482 0.50
C -1.203 0.072 -1.330 -1.26
Cl -1.889 1.747 -1.394 0.35
Cl -2.310 -0.969 -0.266 0.32
H 1.068 1.220 2.033 -0.17
H 0.739 -0.870 2.004 -0.17
H 0.318 -1.329 -0.317 -0.09
H 1.131 0.029 -1.772 -0.01

=====

# 13
9
Properties=species:S:1:pos:R:3:lowdin_charge:R:1 method="wB97M-V/def2-TZVPD" e_homo_ev=-15.5 orbital_gap_ha=0.3730 lumo_ha=-0.1961 total_charge=+1
C -0.934 0.182 0.842 -0.27
P 0.590 0.242 -0.169 -0.29
S 0.299 -0.277 -2.110 0.43
Cl 1.941 -0.976 0.677 0.37
Cl 1.360 2.080 -0.166 0.41
H -1.221 -0.839 1.257 0.10
H -1.716 0.562 0.034 0.10
H -0.895 0.954 1.608 0.05
H 0.576 -1.927 -1.974 0.09

=====

# 14
9
Properties=species:S:1:pos:R:3:lowdin_charge:R:1 method="wB97M-V/def2-TZVPD" smiles="[H]/N=N/N=C.Cl" e_homo_ev=-9.8 orbital_gap_ha=0.3538 lumo_ha=-0.0082
H -0.485 -1.416 -0.678 0.05
N 0.161 -0.770 -0.170 -0.01
N -0.458 0.112 0.416 -0.11
N 0.507 1.082 0.867 -0.04
C 1.668 0.743 0.490 -0.10
H 2.491 1.477 0.609 0.07
H 2.003 -0.249 0.123 0.07
Cl -3.250 -0.897 -0.214 0.15
H -3.679 0.491 -0.288 -0.09

=====

# 15
8
Properties=species:S:1:pos:R:3:lowdin_charge:R:1 method="wB97M-V/def2-TZVPD" smiles=NOCCl e_homo_ev=-10.4 orbital_gap_ha=0.4147 lumo_ha=0.0335
N -0.837 -0.513 -1.070 0.03
O 0.591 -0.367 -0.405 -0.29
C 0.492 0.055 0.950 -0.60
Cl -0.059 1.775 0.997 0.51
H -1.115 0.452 -1.524 0.09
H -0.401 -1.089 -1.890 0.11
H 1.552 0.103 1.323 0.09
H -0.222 -0.415 1.620 0.06

=====

# 16
8
Properties=species:S:1:pos:R:3:lowdin_charge:R:1 method="wB97M-V/def2-TZVPD" e_homo_ev=-7.8 orbital_gap_ha=0.2972 lumo_ha=0.0124
C 1.257 -0.186 -0.077 -0.30
H -1.726 -1.032 0.703 -0.03
H -1.412 1.991 -0.115 -0.17
H 2.343 -0.077 -0.056 0.08
H 0.864 -1.204 -0.091 -0.07
N 0.565 0.879 -0.085 -0.33
S -1.138 0.680 -0.120 0.29
Cl -0.753 -1.051 -0.158 0.54

=====

# 17
8
Properties=species:S:1:pos:R:3:lowdin_charge:R:1 method="wB97M-V/def2-TZVPD" smiles=CP(O)Cl e_homo_ev=-9.5 orbital_gap_ha=0.3799 lumo_ha=0.0303
C 1.150 0.093 -0.028 -0.36
P -0.610 0.839 -0.215 0.51
O -1.700 0.067 1.073 -0.42
Cl -1.313 -0.261 -1.735 0.21
H 1.221 -0.308 1.029 0.04
H 1.896 0.993 -0.036 0.05
H 1.437 -0.746 -0.715 0.03
H -2.082 -0.676 0.627 -0.05

=====

# 18
8
Properties=species:S:1:pos:R:3:lowdin_charge:R:1 method="wB97M-V/def2-TZVPD" smiles=CSPCl e_homo_ev=-9.5 orbital_gap_ha=0.3344 lumo_ha=-0.0150
C -1.236 0.511 -0.003 -0.49
S -0.272 -0.919 0.644 0.36
P 1.244 -0.896 -0.782 0.31
Cl 2.713 0.758 0.008 -0.14
H -0.431 1.077 -0.517 -0.01
H -1.580 1.118 0.957 0.07
H -2.218 0.232 -0.477 0.04
H 1.779 -1.882 0.171 -0.13

=====

# 19
7
Properties=species:S:1:pos:R:3:lowdin_charge:R:1 method="wB97M-V/def2-TZVPD" e_homo_ev=-13.9 orbital_gap_ha=0.3583 lumo_ha=-0.1531 total_charge=+1
Cs -7.171 25.462 -12.368 1.03
C -9.057 27.665 -15.023 -0.16
O -9.336 28.956 -14.514 -0.09
H -8.484 27.786 -15.938 0.09
H -8.401 27.080 -14.347 -0.03
H -9.968 27.098 -15.221 0.09
H -9.569 28.916 -13.583 0.08

=====

# 20
15
Properties=species:S:1:pos:R:3:lowdin_charge:R:1 method="wB97M-V/def2-TZVPD" e_homo_ev=-6.9 orbital_gap_ha=0.1558 lumo_ha=-0.0982
K 1.894 3.305 -1.569 0.99
C -2.135 -2.097 0.923 -0.68
F -1.465 -0.981 0.762 0.12
F -3.013 -1.954 1.936 0.11
F -2.728 -2.396 -0.234 0.11
S -0.898 -3.497 1.313 0.42
O -0.197 -2.974 2.438 -0.35
O -1.610 -4.754 1.575 -0.36
O -0.036 -3.660 0.166 -0.36
O -1.185 7.572 -1.500 -0.06
H -1.013 8.244 -2.160 0.03
H -1.860 7.954 -0.939 0.03
O 4.589 -1.284 -1.088 -0.06
H 5.443 -1.323 -0.659 0.03
H 4.216 -2.156 -0.962 0.04

=====

Energy above the lowest of the compared OMol25 structures with the same formula, charge and spin (computed, kcal/mol): 24.4; 148.7; 99.8; 100.3; 2.6; 68.9; 56.6; 33.2; 15.2; 37.7; 12.0; 91.5; 17.7; 66.1; 70.2; 223.6; 22.8; 7.6; 16.8; 62.4
Maximum force (computed, eV/Å): 5.3; 2.3; 4.8; 9.2; 2.6; 4.8; 2.1; 2.9; 2.9; 4.7; 3.1; 1.9; 3.9; 3.6; 3.1; 19.1; 3.8; 2.8; 0.4; 3.3